1.
The following is a DFT calculation (ωB97M-V/def2-TZVPD) of a structure of composition C39H51As2CoN4O2Si at a distorted geometry.

XYZ file:
```
100
Properties=species:S:1:pos:R:3:forces:R:3
Co -0.789 0.420 0.750 -0.6 0.3 0.9
C 2.053 -1.377 2.687 -0.1 0.1 -0.1
C 1.170 -2.338 1.898 -0.1 0.2 0.2
As 0.594 -1.480 0.233 0.2 -0.6 -0.3
C -0.309 -2.935 -0.686 -0.2 0.2 -0.1
C -1.380 -3.579 -0.069 0.1 0.0 0.1
C -2.143 -4.501 -0.769 0.0 -0.1 0.0
C -1.844 -4.779 -2.097 0.0 0.0 0.0
C -0.771 -4.154 -2.713 0.0 0.0 0.0
C -0.011 -3.229 -2.014 0.1 0.1 0.1
C 2.310 -1.397 -0.670 -0.1 0.3 0.0
C 3.109 -2.530 -0.801 -0.1 -0.1 0.1
C 4.378 -2.421 -1.345 0.0 0.0 0.0
C 4.867 -1.180 -1.735 0.0 0.0 0.0
C 4.071 -0.052 -1.616 0.0 0.0 0.0
C 2.789 -0.163 -1.098 -0.2 0.0 0.0
As 1.053 0.308 3.072 0.5 -0.2 -0.2
C 1.764 0.643 4.864 -0.3 0.0 0.0
C 1.627 -0.355 5.826 0.0 -0.1 -0.1
C 2.072 -0.149 7.122 0.0 0.0 0.0
C 2.641 1.067 7.473 0.0 0.0 0.0
C 2.754 2.075 6.526 0.0 0.0 0.1
C 2.309 1.868 5.229 -0.1 0.0 -0.2
C 2.154 1.553 2.046 0.0 0.1 0.0
C 3.537 1.630 2.195 0.0 -0.1 -0.1
C 4.276 2.515 1.427 0.1 0.0 0.0
C 3.645 3.333 0.497 -0.1 0.0 0.0
C 2.268 3.274 0.348 0.1 0.0 -0.1
C 1.532 2.394 1.127 -0.2 -0.1 0.1
H 2.957 -1.133 2.127 0.0 0.0 0.0
H 2.360 -1.828 3.630 0.0 0.0 0.0
H 0.276 -2.577 2.481 0.0 -0.1 -0.1
H 1.685 -3.269 1.660 0.0 0.0 -0.1
H -1.618 -3.368 0.969 0.0 0.0 0.0
H -2.965 -5.008 -0.282 0.0 0.0 0.0
H -2.453 -5.484 -2.647 0.0 0.0 0.0
H -0.528 -4.387 -3.741 0.0 0.0 0.0
H 0.831 -2.741 -2.492 0.0 0.0 -0.1
H 2.739 -3.500 -0.488 0.0 0.0 0.0
H 4.993 -3.304 -1.461 0.0 0.0 0.0
H 5.871 -1.098 -2.130 0.0 0.0 0.0
H 4.446 0.919 -1.913 0.0 0.0 0.0
H 2.156 0.711 -1.018 0.0 0.1 0.1
H 1.165 -1.300 5.561 0.0 0.0 0.1
H 1.967 -0.936 7.857 0.0 0.0 0.0
H 2.990 1.229 8.484 0.0 0.0 0.0
H 3.186 3.029 6.799 0.0 0.0 0.0
H 2.388 2.666 4.501 0.0 0.0 0.0
H 4.037 0.995 2.917 0.0 0.0 0.0
H 5.349 2.576 1.558 0.0 0.0 0.0
H 4.225 4.029 -0.095 0.0 0.0 0.0
H 1.767 3.920 -0.363 0.0 0.0 0.0
H 0.447 2.396 1.059 0.0 0.1 0.0
C 0.631 -0.432 -5.242 -0.2 0.1 -0.1
C -0.671 0.251 -5.664 0.1 -0.1 0.1
N -1.862 -0.553 -5.392 0.1 0.0 0.0
C -2.284 -1.554 -6.374 0.0 -0.2 0.0
C -1.813 -2.971 -6.065 0.0 0.1 0.0
C -2.512 -0.527 -4.211 0.1 0.1 0.0
O -3.403 -1.303 -3.900 0.0 0.0 0.0
C -2.161 0.570 -3.233 -0.1 0.1 0.0
C -2.826 1.791 -3.279 0.1 -0.1 0.0
C -2.598 2.715 -2.271 0.0 0.0 -0.1
C -1.758 2.371 -1.226 0.0 0.2 0.1
N -1.143 1.186 -1.160 -0.1 -0.1 0.4
C -1.330 0.318 -2.158 0.2 0.0 -0.1
H 1.472 0.250 -5.370 0.0 0.0 0.0
H 0.816 -1.320 -5.844 0.0 0.0 0.0
H 0.581 -0.728 -4.192 0.0 0.0 0.0
H -0.649 0.457 -6.733 -0.1 0.0 0.0
H -0.768 1.208 -5.154 0.0 0.0 0.0
H -1.905 -1.236 -7.345 0.0 0.1 0.0
H -3.373 -1.542 -6.408 0.0 0.0 0.0
H -0.726 -3.030 -6.029 0.0 0.0 0.0
H -2.166 -3.647 -6.844 0.0 0.0 0.0
H -2.220 -3.302 -5.111 0.0 0.0 0.0
H -3.520 2.003 -4.083 0.0 0.0 0.0
H -3.080 3.682 -2.282 0.0 0.0 0.0
H -1.593 3.046 -0.394 0.0 -0.1 0.0
H -0.807 -0.628 -2.085 -0.1 0.0 0.0
N -3.588 -1.031 -0.352 -0.3 -0.1 0.1
N -2.753 -0.560 0.724 0.9 0.0 0.2
H -3.712 -0.280 -1.019 0.1 0.0 -0.1
H -3.113 -1.788 -0.829 0.1 0.1 -0.1
H -2.716 -1.321 1.394 -0.2 0.0 0.1
H -3.258 0.182 1.201 0.0 0.1 0.0
C -1.403 2.701 4.514 -0.1 -0.1 -0.6
Si -2.406 2.610 2.904 -0.3 0.4 0.9
C -2.653 4.378 2.270 -0.1 -0.4 0.0
C -4.082 1.852 3.371 0.3 0.2 -0.3
O -1.653 1.708 1.820 0.5 -0.6 -1.4
H -1.865 3.389 5.224 0.0 0.0 0.0
H -0.386 3.045 4.309 0.0 0.1 0.1
H -1.338 1.714 4.977 0.0 0.0 0.1
H -2.978 5.032 3.082 0.0 0.0 0.0
H -3.415 4.416 1.487 0.0 0.0 0.0
H -1.726 4.785 1.861 0.0 0.0 0.0
H -4.514 2.390 4.216 0.0 0.0 0.0
H -3.970 0.805 3.666 0.0 0.0 0.0
H -4.802 1.898 2.549 0.0 0.0 0.0
```
Positions in Å, forces in eV/Å.

## Properties
HOMO energy (alpha / beta) = -10.8 / -10.8 eV
net charge = +1
ΔE to the lowest compared entry with this formula, charge and spin = 6.6 kcal/mol
multiplicity = 2
orbital gap (alpha / beta) = 7.4 / 8.3 eV



2.
The following is a DFT calculation (ωB97M-V/def2-TZVPD) of a structure of composition C39H51Cl5FN4OSSi2V at a distorted geometry.

XYZ file:
```
105
Properties=species:S:1:pos:R:3:forces:R:3
V 11.753 9.693 16.000 -0.4 0.4 -0.3
C 11.540 10.107 19.372 -0.6 0.3 0.2
Si 10.629 11.439 18.408 0.4 0.6 0.8
C 11.364 13.131 19.034 -0.5 -0.9 -0.1
C 8.783 11.274 18.818 0.5 0.4 -0.2
N 10.928 11.298 16.688 0.0 -0.5 0.8
C 10.316 12.275 15.921 -0.4 0.4 -0.8
C 9.421 13.263 16.388 0.4 -0.2 -1.3
C 8.757 14.101 15.499 0.1 0.0 -0.7
C 8.923 13.970 14.114 0.4 -0.1 0.3
C 9.819 13.014 13.621 0.1 -0.1 0.3
C 10.520 12.229 14.533 0.0 0.0 0.1
O 11.473 11.253 14.160 -0.5 0.1 0.6
C 11.644 11.155 12.792 0.1 -0.3 -0.7
C 10.987 10.160 12.097 0.3 0.2 -0.6
C 11.173 10.078 10.713 -0.1 0.1 0.7
C 11.944 11.007 10.051 0.1 0.4 -0.2
C 12.544 12.043 10.755 0.0 -0.3 0.5
C 12.419 12.094 12.137 0.2 0.3 -0.2
H 11.331 10.404 20.399 -0.1 0.0 0.3
H 12.617 10.067 19.293 0.3 0.0 -0.3
H 11.119 9.111 19.263 0.0 0.0 -0.1
H 11.543 13.060 20.114 -0.1 0.1 -0.1
H 10.769 14.021 18.825 -0.1 -0.1 0.1
H 12.327 13.279 18.556 0.3 0.0 -0.1
H 8.582 11.785 19.764 -0.1 -0.2 0.0
H 8.526 10.226 18.890 -0.1 -0.3 0.2
H 8.159 11.717 18.037 0.0 -0.1 0.2
H 9.204 13.352 17.419 0.0 0.2 0.7
H 8.101 14.877 15.876 0.0 -0.1 0.1
H 8.415 14.634 13.416 0.0 -0.2 0.2
H 9.972 12.856 12.552 -0.1 0.2 0.4
H 10.331 9.484 12.607 -0.1 -0.2 0.1
H 10.680 9.302 10.166 -0.2 -0.4 -0.2
H 12.048 10.985 8.975 0.0 -0.2 -0.1
H 13.114 12.798 10.240 0.1 0.1 -0.1
H 12.894 12.893 12.698 -0.1 -0.1 0.1
C 16.505 9.741 16.026 -0.5 0.1 0.8
Si 14.900 10.441 16.792 -0.3 0.5 -0.4
C 14.235 11.875 15.730 0.6 -0.6 0.1
C 15.449 11.185 18.473 -0.1 -0.4 -0.7
N 13.516 9.332 16.844 1.1 0.4 0.1
C 13.679 8.222 17.662 0.1 0.2 -0.4
C 14.852 7.757 18.268 -0.2 -0.3 0.7
C 14.837 6.678 19.173 0.0 0.4 -0.7
C 13.675 5.952 19.386 -0.5 0.4 -0.6
C 12.509 6.336 18.702 0.3 -0.1 0.4
C 12.576 7.450 17.920 -1.1 -0.4 -0.1
F 11.403 7.916 17.296 0.3 -0.1 0.3
H 16.966 10.567 15.499 0.2 0.2 -0.3
H 16.300 8.940 15.323 0.1 -0.1 -0.1
H 17.216 9.421 16.807 -0.3 0.0 -0.3
H 15.030 12.604 15.592 0.1 0.2 0.0
H 13.401 12.356 16.228 -0.2 0.2 0.0
H 13.931 11.535 14.734 0.0 -0.1 0.2
H 16.114 12.005 18.181 0.0 0.0 0.1
H 16.019 10.501 19.107 -0.1 0.0 -0.1
H 14.640 11.608 19.055 -0.3 0.1 0.1
H 15.768 8.278 18.065 0.3 0.1 0.1
H 15.762 6.399 19.658 0.0 0.0 0.0
H 13.622 5.103 20.037 0.2 -0.2 0.2
H 11.583 5.790 18.806 -0.1 0.0 0.0
Cl 12.639 7.010 14.618 0.0 0.2 0.0
C 11.005 7.424 14.163 0.0 0.0 -0.1
C 10.391 8.492 14.825 -0.4 -1.0 -0.5
C 9.020 8.589 14.521 0.2 -0.2 -0.2
Cl 8.049 9.701 15.405 -0.1 0.5 0.3
C 8.362 7.847 13.519 0.9 -0.2 -0.3
Cl 6.720 8.127 13.122 -0.2 0.0 0.1
C 9.096 6.916 12.754 0.0 0.5 0.9
Cl 8.382 6.087 11.419 0.1 0.2 0.3
C 10.413 6.664 13.154 -0.1 -0.1 -0.7
Cl 11.301 5.477 12.251 0.1 0.1 0.3
C 16.016 7.248 7.598 0.0 0.3 0.6
C 14.815 7.816 8.354 -0.7 -0.7 0.7
C 14.723 7.398 9.852 0.4 -0.4 -0.6
C 15.930 7.821 10.665 0.8 -0.2 0.1
N 16.121 9.260 10.827 0.0 0.2 -0.4
C 15.476 9.983 11.764 -0.1 0.3 0.6
S 14.384 9.269 12.834 0.2 0.0 -0.2
N 15.755 11.314 11.877 -0.2 -0.3 -0.2
C 16.824 12.053 11.244 0.0 0.4 0.6
C 18.063 12.137 12.161 -0.1 -0.7 -0.4
C 18.630 10.767 12.591 0.2 0.6 -0.2
C 19.808 11.003 13.543 -0.6 -0.6 0.8
H 15.875 7.283 6.528 0.0 0.1 -0.3
H 16.221 6.213 7.863 -0.1 -0.2 0.1
H 16.906 7.828 7.854 0.1 -0.1 -0.2
H 13.869 7.466 7.923 0.2 0.1 -0.2
H 14.801 8.900 8.294 0.0 0.2 -0.1
H 14.649 6.282 9.920 0.0 0.8 0.0
H 13.832 7.825 10.308 -0.1 0.0 0.0
H 16.851 7.433 10.205 -0.2 0.2 0.0
H 15.920 7.397 11.660 -0.3 -0.2 0.3
H 16.852 9.676 10.264 -0.3 0.1 0.2
H 15.284 11.798 12.626 -0.1 -0.4 0.0
H 16.443 13.066 11.031 0.2 -0.3 0.0
H 17.023 11.602 10.284 0.4 -0.1 -0.3
H 17.805 12.691 13.065 -0.1 0.2 0.0
H 18.861 12.675 11.636 -0.1 0.1 0.1
H 19.008 10.269 11.685 -0.2 -0.1 0.2
H 17.858 10.133 13.055 0.3 0.2 -0.1
H 20.561 11.624 13.081 0.2 0.3 -0.1
H 20.286 10.048 13.810 -0.1 0.3 0.0
H 19.460 11.489 14.487 0.3 -0.3 -0.7
```
Positions in Å, forces in eV/Å.

## Properties
HOMO energy (alpha / beta) = -7.6 / -7.7 eV
ΔE to the lowest compared entry with this formula, charge and spin = 3.4 kcal/mol
multiplicity = 3
orbital gap (alpha / beta) = 7.7 / 8.1 eV